[1]
17
Properties=species:S:1:pos:R:3:forces:R:3:mulliken_charge:R:1 method="wB97M-V/def2-TZVPD" max_force_ev_per_a=0.44 spin_multiplicity=1 smiles=OC[C@H]1CCCO1 e_homo_ev=-9.5
O 1.476 0.160 1.340 -0.392 0.008 0.189 -0.53
C 1.638 -0.633 0.179 0.154 -0.161 -0.307 -0.78
C 0.404 -0.708 -0.737 0.247 -0.147 0.228 0.39
C -0.902 -0.871 0.045 -0.061 0.273 0.183 -0.94
C -1.246 0.604 0.410 -0.191 -0.087 -0.126 -0.62
C -0.494 1.417 -0.670 -0.141 0.195 0.100 -0.30
O 0.199 0.477 -1.485 0.133 0.062 -0.065 -0.48
H 0.626 -0.087 1.730 0.417 0.076 0.102 0.30
H 1.934 -1.655 0.467 -0.063 0.110 -0.146 0.32
H 2.461 -0.170 -0.374 -0.093 -0.189 -0.029 0.37
H 0.589 -1.515 -1.458 -0.127 0.150 0.108 0.40
H -0.814 -1.546 0.907 -0.019 0.176 -0.123 0.34
H -1.679 -1.274 -0.614 0.185 0.063 0.130 0.33
H -0.922 0.925 1.405 -0.010 -0.232 -0.139 0.30
H -2.322 0.771 0.391 0.000 0.000 -0.159 0.35
H 0.218 2.118 -0.213 -0.120 -0.164 -0.047 0.23
H -1.164 1.987 -1.323 0.083 -0.135 0.101 0.32


[2]
17
Properties=species:S:1:pos:R:3:forces:R:3:mulliken_charge:R:1 method="wB97M-V/def2-TZVPD" max_force_ev_per_a=0.47 spin_multiplicity=1 smiles="CCO[C@@H](C)C=O" e_homo_ev=-9.6
C -2.491 -0.448 0.552 -0.045 -0.007 -0.012 -1.26
C -1.002 -0.502 0.808 -0.141 0.020 0.278 -0.17
O -0.297 -0.340 -0.411 0.011 -0.010 -0.055 -0.37
C 1.058 -0.028 -0.175 0.173 -0.005 0.009 0.49
C 1.831 -0.198 -1.472 0.040 0.002 -0.036 -1.39
C 1.156 1.420 0.282 0.288 0.144 0.263 -0.08
O 1.871 1.812 1.171 -0.269 -0.131 -0.368 -0.48
H -2.797 -1.215 -0.164 0.046 0.073 0.078 0.31
H -3.029 -0.610 1.491 0.036 -0.006 -0.126 0.39
H -2.777 0.532 0.159 0.042 -0.134 0.013 0.29
H -0.721 0.300 1.507 -0.042 -0.082 -0.011 0.31
H -0.708 -1.455 1.276 -0.063 0.119 -0.079 0.29
H 1.478 -0.662 0.622 -0.034 0.058 -0.152 0.27
H 2.888 0.035 -1.316 -0.128 -0.041 -0.031 0.39
H 1.738 -1.229 -1.822 0.010 0.137 0.035 0.34
H 1.432 0.469 -2.245 0.041 -0.103 0.117 0.32
H 0.507 2.114 -0.297 0.036 -0.033 0.076 0.35


[3]
17
Properties=species:S:1:pos:R:3:forces:R:3:mulliken_charge:R:1 method="wB97M-V/def2-TZVPD" max_force_ev_per_a=1.41 spin_multiplicity=1 e_homo_ev=-9.4
C -2.146 -0.975 0.034 0.262 0.240 0.122 -0.74
O -0.714 -0.857 0.171 -0.478 0.659 0.670 -0.47
C -0.145 0.455 0.521 -0.080 -0.025 0.280 -0.17
C 1.059 0.330 1.489 -0.551 -0.276 0.448 -0.48
O 2.007 0.883 0.573 -0.524 -0.093 0.042 -0.45
C 0.993 0.999 -0.444 -0.588 -0.433 -0.335 0.37
C 1.071 -0.110 -1.453 0.477 0.640 -0.706 -1.26
H -2.576 -0.999 1.033 -0.278 0.124 0.089 0.28
H -2.519 -0.119 -0.523 -0.245 0.119 -0.016 0.34
H -2.511 -1.899 -0.493 1.153 0.717 0.379 0.24
H -0.942 1.156 0.768 0.029 -0.119 0.193 0.45
H 1.264 -0.719 1.717 0.049 0.050 0.093 0.27
H 1.003 0.923 2.407 -0.053 -0.111 -0.010 0.25
H 1.007 2.051 -0.821 -0.485 -0.888 0.159 0.35
H 0.460 0.160 -2.320 0.290 -0.148 -0.171 0.29
H 2.097 -0.330 -1.686 0.423 0.026 -0.539 0.39
H 0.592 -0.949 -0.973 0.599 -0.482 -0.700 0.33


[4]
17
Properties=species:S:1:pos:R:3:forces:R:3:mulliken_charge:R:1 method="wB97M-V/def2-TZVPD" max_force_ev_per_a=1.88 spin_multiplicity=1 e_homo_ev="-7.9 / -7.7"
O 2.794 -0.167 0.861 0.119 -0.052 -0.446 -0.52
C 1.501 -0.563 0.406 -0.706 -0.591 -1.635 -0.03
C 0.526 0.298 1.042 -0.331 0.083 1.006 -0.44
C -0.411 1.174 0.311 -0.395 0.270 -0.399 -0.75
C -1.844 0.624 -0.002 0.596 0.620 0.409 -0.31
O -1.735 -0.656 -0.553 0.161 -0.537 -0.078 -0.30
C -0.682 -0.957 -1.381 -1.023 -0.566 -0.678 -0.61
H 3.395 -0.912 1.024 -0.569 0.131 -0.285 0.35
H 0.986 -0.482 -0.746 1.651 0.189 0.779 0.03
H 1.421 -1.659 0.387 -0.202 0.188 0.732 0.29
H 0.689 0.492 2.105 -0.008 0.123 -0.244 0.38
H -0.511 2.139 0.831 -0.126 -0.252 -0.089 0.41
H -0.001 1.384 -0.696 0.076 -0.057 0.391 0.34
H -2.340 1.339 -0.678 0.065 -0.228 0.031 0.28
H -2.447 0.525 0.908 0.097 -0.039 -0.218 0.33
H -0.748 -0.526 -2.401 0.317 0.202 0.582 0.26
H -0.592 -2.055 -1.420 0.275 0.517 0.140 0.31


[5]
17
Properties=species:S:1:pos:R:3:forces:R:3:mulliken_charge:R:1 method="wB97M-V/def2-TZVPD" max_force_ev_per_a=0.41 spin_multiplicity=1 e_homo_ev="-6.9 / -6.6"
C -2.356 0.141 0.370 0.083 0.044 0.029 -1.05
C -1.097 0.444 -0.411 -0.119 0.160 -0.060 -0.40
C 0.773 0.435 1.844 -0.022 -0.180 0.373 -0.67
O 1.538 0.137 0.748 0.034 0.112 -0.284 -0.28
C 1.084 -0.362 -0.330 0.022 -0.084 -0.085 0.80
C 2.006 -0.611 -1.472 0.031 0.008 -0.043 -1.00
O -0.209 -0.712 -0.393 0.229 -0.167 -0.088 -0.39
H -2.937 -0.685 -0.057 0.200 0.188 0.017 0.30
H -2.975 1.044 0.388 0.005 -0.169 -0.013 0.35
H -2.086 -0.105 1.399 -0.129 0.008 -0.090 0.25
H -1.308 0.653 -1.463 0.002 -0.026 0.061 0.34
H -0.020 -0.294 1.998 -0.012 0.195 -0.014 0.20
H 1.424 0.643 2.682 0.043 -0.021 -0.074 0.24
H -0.572 1.300 0.027 -0.110 -0.097 0.031 0.44
H 2.204 -1.680 -1.624 -0.123 0.089 0.096 0.27
H 1.567 -0.233 -2.401 0.014 -0.027 0.086 0.28
H 2.964 -0.114 -1.305 -0.148 -0.035 0.058 0.33


[6]
17
Properties=species:S:1:pos:R:3:forces:R:3:mulliken_charge:R:1 method="wB97M-V/def2-TZVPD" max_force_ev_per_a=0.66 spin_multiplicity=1 smiles="O=CCCO.C=C" e_homo_ev=-9.8
O 1.706 1.411 1.140 -0.535 -0.205 0.321 -0.47
C 0.595 1.120 1.515 0.266 0.118 0.042 0.00
C -0.128 -0.188 1.305 0.055 -0.059 0.035 -0.46
C -1.460 0.056 0.584 0.132 0.387 0.193 -0.64
O -1.958 -1.177 0.102 -0.219 -0.026 -0.036 -0.52
H 0.004 1.850 2.108 0.035 0.096 -0.093 0.31
H 0.481 -0.925 0.776 -0.054 0.255 0.027 0.31
H -0.320 -0.569 2.316 -0.080 -0.120 -0.123 0.33
H -1.308 0.763 -0.246 0.030 -0.146 0.107 0.38
H -2.172 0.508 1.290 0.088 -0.002 -0.138 0.41
H -2.772 -0.990 -0.385 0.195 -0.159 0.110 0.31
C 0.683 -0.644 -1.950 0.118 0.063 -0.036 -0.49
C 1.768 0.004 -1.539 -0.109 -0.064 -0.114 -0.41
H 0.075 -1.271 -1.299 0.177 0.118 -0.131 0.24
H 0.345 -0.562 -2.979 0.043 -0.038 0.060 0.23
H 2.337 0.628 -2.224 -0.077 -0.085 0.030 0.24
H 2.125 -0.011 -0.514 -0.065 -0.131 -0.254 0.22


[7]
17
Properties=species:S:1:pos:R:3:forces:R:3:mulliken_charge:R:1 method="wB97M-V/def2-TZVPD" max_force_ev_per_a=0.43 spin_multiplicity=1 smiles=OC[C@H]1CCOC1 e_homo_ev=-9.7
O 0.190 2.556 -0.163 -0.069 0.309 -0.083 -0.51
C 0.120 1.381 -0.948 -0.023 -0.383 -0.205 -0.76
C 0.546 0.210 -0.084 0.028 0.017 -0.044 0.40
C -0.379 -0.046 1.125 0.002 0.044 0.046 -0.68
C -0.543 -1.581 1.143 -0.180 0.039 0.212 -0.39
O 0.383 -2.102 0.203 0.046 -0.097 -0.009 -0.40
C 0.501 -1.135 -0.816 0.062 0.154 -0.204 -0.70
H -0.107 3.298 -0.702 0.070 -0.085 0.148 0.31
H -0.908 1.208 -1.311 0.152 0.036 0.077 0.37
H 0.777 1.455 -1.831 -0.100 0.005 0.155 0.34
H 1.568 0.393 0.268 -0.135 -0.036 -0.064 0.27
H 0.062 0.342 2.046 -0.077 -0.095 -0.115 0.25
H -1.346 0.453 0.993 0.156 -0.065 -0.002 0.29
H -1.568 -1.862 0.854 0.146 0.017 0.027 0.26
H -0.321 -2.039 2.111 -0.047 0.088 -0.133 0.30
H -0.375 -1.171 -1.490 0.120 -0.010 0.090 0.32
H 1.399 -1.361 -1.399 -0.152 0.062 0.104 0.34


[8]
17
Properties=species:S:1:pos:R:3:forces:R:3:mulliken_charge:R:1 method="wB97M-V/def2-TZVPD" max_force_ev_per_a=0.55 spin_multiplicity=1 smiles="CCO[C@@H](C)C=O" e_homo_ev=-9.6
C -0.601 -0.830 -2.336 0.008 -0.013 -0.010 -1.20
C -1.015 -0.365 -0.953 -0.152 0.059 -0.179 -0.21
O 0.039 -0.623 -0.030 0.072 -0.032 0.026 -0.37
C 0.097 0.310 1.032 -0.035 0.120 0.181 0.46
C 0.893 -0.288 2.178 0.040 -0.006 0.017 -1.43
C 0.791 1.553 0.486 -0.179 0.278 -0.069 -0.04
O 0.302 2.655 0.442 0.257 -0.483 0.066 -0.48
H -0.342 -1.892 -2.328 -0.042 0.119 0.015 0.29
H -1.425 -0.677 -3.041 0.124 -0.037 0.098 0.38
H 0.267 -0.266 -2.690 -0.117 -0.071 0.060 0.29
H -1.252 0.708 -0.972 0.052 -0.134 -0.001 0.35
H -1.918 -0.897 -0.620 0.098 0.080 -0.011 0.27
H -0.908 0.593 1.370 0.061 -0.026 -0.062 0.29
H 0.945 0.420 3.012 -0.003 -0.117 -0.128 0.39
H 0.415 -1.208 2.524 0.037 0.120 -0.054 0.34
H 1.911 -0.532 1.858 -0.107 0.037 0.008 0.34
H 1.801 1.339 0.069 -0.111 0.106 0.043 0.33


[9]
17
Properties=species:S:1:pos:R:3:forces:R:3:mulliken_charge:R:1 method="wB97M-V/def2-TZVPD" max_force_ev_per_a=0.47 spin_multiplicity=1 smiles="COCC1=C(O)C1.[H][H]" e_homo_ev=-8.5
C 0.025 1.332 2.552 -0.030 0.124 0.310 -0.73
O 0.275 0.824 1.270 0.058 -0.001 -0.022 -0.27
C -0.869 0.248 0.663 -0.184 -0.089 -0.128 -0.39
C -0.421 -0.212 -0.669 0.364 -0.011 0.041 0.38
C 0.664 -0.426 -1.338 -0.439 0.061 0.145 -0.11
O 1.989 -0.574 -1.342 -0.025 0.091 0.139 -0.49
C -0.487 -0.069 -2.190 -0.053 0.010 -0.312 -0.56
H -0.780 2.083 2.539 0.100 -0.093 0.003 0.28
H 0.949 1.809 2.888 -0.158 -0.060 0.019 0.24
H -0.248 0.537 3.262 0.017 0.092 -0.098 0.30
H -1.249 -0.581 1.285 0.066 0.126 -0.107 0.29
H -1.683 0.986 0.574 0.135 -0.047 0.005 0.32
H 2.271 -0.474 -0.419 0.079 -0.051 -0.187 0.34
H -1.002 -0.828 -2.788 0.084 0.100 0.156 0.18
H -0.513 0.929 -2.648 -0.014 -0.143 0.068 0.22
H 0.311 -3.165 -1.841 0.078 -0.017 -0.061 0.02
H 0.944 -2.973 -2.182 -0.077 -0.094 0.028 -0.02


[10]
17
Properties=species:S:1:pos:R:3:forces:R:3:mulliken_charge:R:1 method="wB97M-V/def2-TZVPD" max_force_ev_per_a=2.42 spin_multiplicity=1 smiles=C[C@@H]1O[C@H](C)[C@H]1O e_homo_ev=-9.7
C -1.470 1.748 0.265 -0.021 0.135 0.031 -1.40
C -0.871 0.431 0.685 -0.180 0.392 0.076 0.22
O 0.519 0.537 1.049 0.127 0.258 0.306 -0.45
C 0.869 -0.670 0.358 -0.670 -0.152 -0.478 0.17
C 2.135 -0.517 -0.466 -0.167 -0.002 -0.066 -1.32
C -0.561 -0.606 -0.369 1.056 0.904 0.632 -0.01
O -1.422 -1.708 -0.344 1.934 -0.983 -1.072 -0.53
H -2.508 1.605 -0.059 0.148 0.008 0.048 0.36
H -1.464 2.454 1.101 -0.020 -0.058 -0.092 0.34
H -0.897 2.185 -0.560 -0.078 -0.068 0.110 0.31
H -1.454 -0.034 1.497 0.141 0.097 -0.129 0.32
H 0.960 -1.516 1.067 -0.196 0.188 -0.255 0.33
H 3.000 -0.276 0.165 -0.247 -0.065 -0.027 0.33
H 2.359 -1.447 -1.002 -0.037 0.112 0.067 0.35
H 2.016 0.290 -1.196 0.016 -0.110 0.092 0.30
H -0.443 -0.186 -1.387 -0.133 -0.092 0.329 0.31
H -0.768 -2.292 -0.803 -1.672 -0.566 0.427 0.37


[11]
17
Properties=species:S:1:pos:R:3:forces:R:3:mulliken_charge:R:1 method="wB97M-V/def2-TZVPD" max_force_ev_per_a=0.50 spin_multiplicity=1 smiles="C[C@@H](O)CCC=O" e_homo_ev=-9.8
C 1.410 0.683 -0.356 -0.002 0.034 -0.009 -1.43
C -0.012 1.166 -0.077 0.123 0.013 0.279 0.25
O -0.789 1.256 -1.272 0.029 -0.096 -0.207 -0.56
C -0.806 0.332 0.950 -0.006 0.071 -0.011 -0.70
C -0.516 -1.177 0.999 0.085 -0.063 0.019 -0.48
C -0.214 -1.839 -0.326 0.095 -0.242 0.032 -0.11
O 0.492 -2.815 -0.440 -0.358 0.354 0.011 -0.50
H 2.050 0.811 0.522 -0.110 0.004 -0.081 0.34
H 1.457 -0.372 -0.639 0.023 0.202 0.007 0.39
H 1.843 1.261 -1.180 -0.033 0.016 0.171 0.43
H 0.056 2.188 0.318 -0.055 -0.118 -0.083 0.33
H -0.317 0.842 -2.000 0.055 0.050 0.000 0.35
H -0.636 0.739 1.955 -0.006 -0.066 -0.153 0.33
H -1.861 0.512 0.716 0.177 -0.028 0.078 0.35
H -1.395 -1.701 1.401 0.110 0.061 -0.017 0.37
H 0.314 -1.410 1.675 -0.084 -0.001 -0.123 0.28
H -0.680 -1.367 -1.218 -0.042 -0.193 0.086 0.38


[12]
17
Properties=species:S:1:pos:R:3:forces:R:3:mulliken_charge:R:1 method="wB97M-V/def2-TZVPD" max_force_ev_per_a=0.43 spin_multiplicity=1 smiles="CCC(=O)COC" e_homo_ev=-9.6
C -2.582 0.153 -1.090 -0.093 0.008 -0.013 -1.10
C -1.091 0.197 -0.774 -0.022 -0.022 0.010 -0.33
C -0.790 -0.106 0.678 -0.166 -0.016 0.240 0.42
O -1.635 -0.120 1.548 0.311 -0.054 -0.299 -0.58
C 0.662 -0.362 1.064 -0.126 0.008 0.190 -0.36
O 1.498 -0.360 -0.062 -0.065 0.004 -0.073 -0.31
C 2.819 0.020 0.229 0.283 0.066 0.033 -0.73
H -2.842 0.835 -1.903 0.062 -0.105 0.076 0.34
H -2.889 -0.855 -1.389 0.034 0.134 0.085 0.29
H -3.161 0.426 -0.204 0.050 0.008 -0.152 0.29
H -0.505 -0.485 -1.397 -0.067 0.128 0.073 0.35
H -0.661 1.192 -0.963 -0.049 -0.144 0.026 0.27
H 0.953 0.420 1.784 -0.078 -0.065 -0.124 0.31
H 0.701 -1.324 1.600 0.021 0.137 -0.070 0.29
H 2.863 1.063 0.578 0.001 -0.156 -0.040 0.33
H 3.390 -0.071 -0.698 -0.043 0.019 0.165 0.24
H 3.271 -0.624 0.998 -0.051 0.050 -0.127 0.29